Entry 1:
The following is a quantum chemistry calculation of C30H55I2NO18 as an isolated structure at a distorted geometry, from the Open Molecules 2025 dataset.

calculated total energy	-86543.6719	eV
multiplicity	1
LUMO energy	-0.0177	Ha
highest occupied orbital energy	-9.291	eV
Kohn-Sham gap	8.81	eV

CARTESIAN COORDINATES (ANGSTROEM)
C  -1.109  5.371  -1.028
H  -3.436  -3.997  0.391
C  -8.438  0.595  0.291
H  9.909  4.611  2.272
O  -5.136  0.021  2.532
C  9.216  -0.098  0.563
H  12.362  1.611  -3.625
O  -3.269  3.297  -0.010
O  11.083  1.240  -2.079
H  -5.641  2.800  0.786
H  12.194  -0.100  -3.238
C  0.583  -2.990  0.983
O  8.119  1.585  3.684
H  -9.168  -1.433  0.114
H  -4.157  0.180  -0.101
H  9.786  -1.008  0.776
O  6.470  3.043  4.335
H  9.841  -0.050  -4.163
C  -1.073  -1.103  1.019
H  8.987  0.394  1.513
H  5.747  1.088  4.481
H  -0.030  5.312  -1.195
H  3.981  -2.773  1.070
H  11.358  3.600  2.499
O  -10.493  2.331  -0.047
H  -11.007  3.919  -2.285
H  -1.779  -2.870  2.142
C  -5.099  -6.788  -2.859
H  -2.368  -5.155  -2.256
H  -6.855  4.088  0.668
H  -7.421  0.265  0.528
C  0.407  -1.518  1.679
O  -0.670  -3.354  0.241
O  -2.833  5.445  0.682
O  9.968  0.811  -0.237
H  -7.106  -8.374  -2.477
H  -1.479  6.323  -1.422
C  -3.288  -2.821  0.525
O  1.565  -3.894  0.996
H  -8.676  -0.692  -1.430
H  3.236  -1.928  2.581
H  9.988  1.678  -4.454
H  0.228  -1.520  2.838
C  -4.878  -0.833  1.532
C  -4.313  -2.368  1.722
H  -8.932  0.824  1.243
C  -1.732  -2.603  0.991
H  -7.396  -7.535  -4.044
H  -0.903  6.019  1.007
H  -5.272  -3.075  1.659
N  -5.093  -0.281  0.110
C  2.865  -0.795  0.632
O  -4.298  -5.729  -2.581
H  5.457  1.927  2.914
C  1.489  -0.323  1.387
C  3.847  -1.702  1.581
H  10.993  0.534  -5.379
H  4.533  2.376  4.362
O  8.555  3.732  4.376
C  9.954  3.528  4.143
O  -6.383  -6.419  -2.622
H  10.281  2.563  4.546
H  2.629  -1.251  -0.422
H  -5.931  3.639  -0.781
C  -10.270  4.440  -1.666
H  8.272  -0.341  0.063
H  -2.944  -4.851  -4.685
H  -3.055  -6.595  -4.874
H  -1.591  4.579  -1.611
C  -1.434  5.241  0.449
H  -3.878  -2.548  2.818
H  -1.107  4.275  0.852
C  -2.899  -5.933  -2.814
C  5.510  2.043  4.001
O  10.354  -0.907  -1.709
C  -9.160  -0.506  -0.465
I  1.999  0.801  3.247
O  -4.733  -7.877  -3.273
C  10.557  0.744  -4.398
O  -9.153  3.587  -1.424
H  -10.196  -0.225  -0.680
H  -5.272  -1.069  -0.563
C  -7.342  -7.419  -2.956
O  -8.315  1.771  -0.517
H  9.797  2.866  2.083
H  -2.572  -6.898  -2.411
H  -1.495  -5.862  -4.458
I  4.003  1.074  0.200
C  10.465  0.261  -1.373
H  -3.508  -2.351  -0.524
H  10.485  4.307  4.701
H  4.893  -1.207  1.818
H  -1.019  -0.840  -0.139
H  -1.613  -0.236  1.602
O  -4.918  4.755  0.641
H  -9.915  5.317  -2.213
C  -5.878  3.755  0.307
H  -8.319  -7.086  -2.595
C  -3.634  4.386  0.404
C  -2.574  -5.803  -4.291
C  11.639  0.840  -3.337
C  10.279  3.658  2.666
H  0.967  0.488  0.696
C  -9.426  2.545  -0.599
C  7.754  2.673  4.098
H  -10.722  4.779  -0.729

Atom charges from the Mulliken analysis, given in e for atoms 1 to 4:
1 C -1.082
2 H 0.170
3 C 0.356
4 H 0.292

=====

Entry 2:
The following is a quantum chemistry calculation of a 6-piece molecular cluster, C11H34O9 overall at a distorted geometry, from the Open Molecules 2025 dataset.

calculated total energy	-30381.3694	eV
multiplicity	1
LUMO energy	0.0063	Ha
relative energy (zero: lowest compared OMol25 entry of this formula, charge and spin)	217.2	kJ/mol
highest occupied orbital energy	-9.601	eV
Kohn-Sham gap	9.77	eV
SMILES	OCCO.OCCO.OCCO.CCO.CCO.CO

CARTESIAN COORDINATES (ANGSTROEM)
H  -3.719  0.866  1.791
H  -0.938  0.779  -0.173
H  1.422  -1.914  -2.649
H  1.904  4.261  -2.713
H  1.361  3.734  3.925
C  -0.281  -5.294  0.466
H  -3.166  3.787  2.391
C  2.148  3.380  -2.118
H  0.970  0.108  -0.817
H  -1.567  -4.560  1.618
H  -0.371  5.090  3.748
H  1.115  -5.553  -2.708
H  -2.336  2.929  1.024
H  2.570  -5.174  -3.656
O  0.519  -0.613  -0.371
H  0.931  -3.025  -4.371
O  -4.810  1.971  2.968
C  -4.159  1.863  1.756
H  -4.916  1.841  0.972
H  1.503  -4.510  -0.171
H  -0.160  -0.010  1.362
O  1.865  -2.766  -2.636
H  1.887  4.333  2.321
C  1.489  -5.043  -3.595
H  0.054  -3.544  -3.018
H  0.181  1.363  3.674
C  0.520  -4.100  0.062
H  0.066  -3.637  -0.814
H  1.097  2.016  2.169
O  1.945  3.552  -0.736
C  1.409  2.229  -2.646
C  -0.583  -0.102  0.361
C  1.035  4.025  2.927
H  -1.413  -0.807  0.325
H  2.084  2.710  -0.295
H  -4.141  1.725  3.611
C  0.383  2.794  2.441
H  1.430  2.031  -3.717
H  0.877  -5.382  -4.430
O  0.198  5.217  2.986
H  0.321  2.269  -2.591
O  1.800  1.082  -1.944
H  -0.167  -6.156  -0.192
C  -3.274  3.096  1.555
H  3.214  3.162  -2.185
H  0.143  -5.635  1.411
O  0.910  -3.171  1.090
O  -1.672  -4.939  0.742
H  -0.241  2.983  1.568
H  -3.831  3.719  0.856
O  -0.358  2.084  3.338
H  0.977  -2.335  0.622
C  1.066  -3.549  -3.425
H  2.707  0.819  -2.111

Atom charges from the Mulliken analysis, given in e for atoms 1 to 4:
1 H 0.231
2 H 0.283
3 H 0.269
4 H 0.341

=====

Entry 3:
The following is a quantum chemistry calculation of one molecule with the formula C4H3NO at a distorted geometry, from the Open Molecules 2025 dataset.

calculated total energy	-7728.2083	eV
multiplicity	3
LUMO energy (alpha / beta)	0.0321 / -0.0696	Ha
relative energy (zero: lowest compared OMol25 entry of this formula, charge and spin)	123.3	kJ/mol
highest occupied orbital energy (alpha / beta)	-6.461 / -9.590	eV
Kohn-Sham gap (alpha / beta)	7.34 / 7.70	eV
<S²>	2.01

CARTESIAN COORDINATES (ANGSTROEM)
H  1.523  -1.579  -1.613
C  -0.949  0.553  0.734
N  1.350  -1.261  -0.668
C  -1.154  0.221  -0.498
O  -1.702  -0.057  -1.521
H  1.137  1.339  1.399
C  0.876  -0.202  -0.281
C  0.586  0.581  0.838
H  -1.665  0.404  1.611

Atom charges from the Mulliken analysis, given in e for atoms 1 to 4:
1 H 0.306
2 C -0.576
3 N -0.432
4 C 0.600

=====

Entry 4:
The following is a quantum chemistry calculation of a 13-piece molecular cluster, C21H68O21 overall at a distorted geometry, from the Open Molecules 2025 dataset.

calculated total energy	-65872.0714	eV
multiplicity	1
LUMO energy	0.0078	Ha
relative energy (zero: lowest compared OMol25 entry of this formula, charge and spin)	63.5	kJ/mol
highest occupied orbital energy	-9.634	eV
Kohn-Sham gap	9.85	eV

CARTESIAN COORDINATES (ANGSTROEM)
H  11.956  12.004  19.999
H  15.576  7.715  14.708
C  8.243  11.254  15.574
H  9.411  8.575  6.548
H  9.153  9.426  10.759
C  11.331  5.532  12.073
O  15.278  8.339  11.218
O  9.262  7.976  9.858
H  9.224  5.661  14.959
H  8.332  11.758  14.657
O  11.317  10.978  18.289
C  12.227  11.934  9.228
H  11.054  6.381  18.435
H  8.752  11.462  17.568
H  13.622  6.864  13.622
O  12.093  7.937  14.525
H  7.597  7.477  16.926
H  12.863  6.173  10.676
H  14.958  10.442  8.761
O  9.522  7.880  13.689
H  12.702  12.379  10.057
H  7.433  10.730  11.352
O  8.780  5.348  14.186
H  13.487  13.267  16.096
O  11.470  13.345  14.166
C  15.393  6.670  14.418
C  14.932  12.804  14.500
C  10.449  6.789  17.639
H  11.378  13.090  15.092
H  15.963  12.893  14.171
C  9.732  8.776  7.632
H  10.736  7.835  17.373
H  14.446  12.302  13.669
O  14.934  11.013  10.741
H  11.340  7.771  13.867
H  8.720  6.948  12.094
C  12.159  9.393  14.478
H  8.237  11.545  10.162
C  14.689  11.972  15.743
H  12.280  10.239  19.973
H  7.592  8.174  12.798
O  14.334  14.137  14.669
H  14.781  7.648  11.587
H  8.012  12.851  16.961
H  16.458  10.395  9.660
H  14.923  10.575  11.596
H  8.499  12.080  11.825
H  10.497  12.467  17.261
C  11.578  11.017  19.703
C  15.374  10.172  9.699
H  16.406  6.291  14.191
H  8.660  9.418  16.178
H  12.205  10.170  9.872
H  13.548  14.164  14.158
C  8.401  11.197  11.181
O  9.931  12.807  16.573
H  12.386  4.461  10.553
H  10.502  5.140  9.667
H  14.702  10.872  15.541
C  14.954  8.767  9.900
H  13.712  9.981  13.078
O  8.435  7.824  17.252
O  10.477  5.957  16.468
H  12.526  12.447  8.292
C  8.823  7.910  8.485
H  13.835  8.735  9.757
C  8.339  7.391  12.993
H  12.133  5.405  12.797
C  8.691  12.108  16.709
H  11.175  9.791  14.768
C  7.801  6.260  13.774
O  9.022  10.046  15.467
O  14.488  6.555  13.311
C  9.042  6.897  18.127
C  12.623  10.061  13.246
O  9.357  10.178  11.346
H  15.462  12.296  16.444
H  8.608  5.925  18.056
H  12.261  11.114  13.416
H  11.081  9.770  12.006
C  10.277  13.343  13.485
H  11.126  12.184  9.312
H  10.939  6.592  12.071
H  9.038  7.353  19.054
H  11.136  6.376  15.858
H  9.465  13.892  14.018
H  10.042  7.431  9.964
H  10.761  8.397  7.748
H  10.495  10.377  8.292
H  7.153  5.683  13.105
H  15.419  8.116  9.111
H  9.960  12.282  13.410
O  11.111  5.861  9.668
H  10.638  10.796  20.188
H  10.398  13.826  12.502
O  9.649  10.184  7.836
O  13.442  12.320  16.309
C  12.017  5.474  10.728
H  15.060  6.167  15.285
H  7.236  6.574  14.644
H  12.126  11.333  17.873
H  7.797  8.288  8.489
H  12.851  9.751  15.246
H  9.261  8.657  14.161
H  8.858  6.893  8.156
O  12.329  10.548  8.984
O  11.960  9.467  12.104
H  9.784  4.764  12.942
O  10.267  4.553  12.133
H  7.227  11.006  15.699

Atom charges from the Mulliken analysis, given in e for atoms 1 to 4:
1 H 0.304
2 H 0.169
3 C -0.358
4 H 0.295

=====

Entry 5:
The following is a quantum chemistry calculation of a 2-piece molecular cluster, C2H5OS overall at a distorted geometry, from the Open Molecules 2025 dataset.

calculated total energy	-15034.0533	eV
total charge	-2
multiplicity	2
LUMO energy (alpha / beta)	0.2517 / 0.2517	Ha
relative energy (zero: lowest compared OMol25 entry of this formula, charge and spin)	59.0	kJ/mol
highest occupied orbital energy (alpha / beta)	3.946 / 0.393	eV
Kohn-Sham gap (alpha / beta)	2.90 / 6.46	eV
<S²>	0.75

CARTESIAN COORDINATES (ANGSTROEM)
H  -0.719  -3.847  0.075
S  0.044  -2.737  0.029
H  -1.327  0.932  -0.172
H  0.302  0.117  -0.623
C  0.406  2.186  -0.042
O  -0.189  3.299  -0.131
H  1.547  2.166  0.002
C  -0.206  0.772  0.083
H  -0.191  0.293  1.057

Atom charges from the Mulliken analysis, given in e for atoms 1 to 4:
1 H -0.091
2 S -0.923
3 H 0.167
4 H 0.075

=====

Entry 6:
The following is a quantum chemistry calculation of one molecule with the formula C3H5NO3 at a distorted geometry, from the Open Molecules 2025 dataset.

calculated total energy	-10821.5586	eV
multiplicity	1
LUMO energy	-0.0113	Ha
relative energy (zero: lowest compared OMol25 entry of this formula, charge and spin)	398.4	kJ/mol
highest occupied orbital energy	-10.161	eV
Kohn-Sham gap	9.85	eV
SMILES	CONC(=O)C=O

CARTESIAN COORDINATES (ANGSTROEM)
H  2.234  1.227  0.556
O  0.404  1.922  -0.229
H  -1.362  0.705  1.285
C  -1.956  0.070  0.621
N  -0.297  -0.943  -0.374
O  -1.449  -0.309  -0.615
H  -2.860  0.608  0.331
O  1.833  -1.234  0.254
C  0.874  -0.468  -0.001
H  -0.287  -1.919  -0.233
H  -2.347  -0.824  1.188
C  1.149  1.026  0.083

Atom charges from the Mulliken analysis, given in e for atoms 1 to 4:
1 H 0.276
2 O -0.427
3 H 0.275
4 C -0.552